{"formula": "C5H7NO", "method": "ωB97M-V with the def2-TZVPD basis set", "charge": 0, "relative_energy_ev": 4.112, "orbital_gap_ev": 8.73, "e_homo_ha": -0.29973, "multiplicity": 1, "e_lumo_ev": 0.577, "elements": ["C", "C", "C", "C", "N", "C", "O", "H", "H", "H", "H", "H", "H", "H"], "positions_angstrom": [[-0.241579, 0.603847, -2.458306], [-0.515304, 0.191298, -1.029697], [0.594396, -0.007747, -0.119077], [0.118284, -0.222846, 1.130064], [0.620850, -0.514219, 2.442942], [-1.108671, -0.222188, 1.728455], [-1.676928, 0.066566, -0.623625], [-1.040626, 0.237265, -3.106029], [0.727026, 0.234748, -2.808615], [-0.230124, 1.698177, -2.520067], [1.638676, 0.085104, -0.391662], [0.975555, 0.264743, 2.979981], [1.175636, -1.358380, 2.523160], [-1.685943, -1.139195, 1.831948]], "atomic_forces_ev_per_a": [[0.0, 0.0, -0.1], [-0.1, 0.0, 0.0], [0.0, 0.0, 0.1], [-0.2, 0.0, 0.0], [0.3, 0.0, 0.1], [0.1, -0.1, -0.2], [0.3, 0.0, -0.1], [0.1, 0.0, 0.1], [-0.1, 0.0, 0.1], [0.0, -0.1, 0.0], [-0.2, 0.0, 0.1], [-0.1, -0.1, -0.1], [-0.1, 0.1, 0.0], [0.0, 0.1, 0.0]]}

=====

{"formula": "C3H2N2O", "method": "ωB97M-V with the def2-TZVPD basis set", "charge": 0, "relative_energy_ev": 0.693, "orbital_gap_ev": 10.88, "e_homo_ha": -0.41356, "multiplicity": 1, "e_lumo_ev": -0.378, "elements": ["C", "C", "C", "N", "N", "O", "H", "H"], "positions_angstrom": [[-0.456829, -0.526956, -1.393508], [0.058970, -1.034372, 2.458335], [0.118957, 0.690644, -0.990158], [-0.665068, -1.617460, -1.765921], [0.895974, 1.012130, -0.055237], [-0.867691, -0.449775, 2.778506], [-0.057058, 1.544140, -1.704480], [0.972745, 0.381647, 0.672464]], "atomic_forces_ev_per_a": [[-0.4, -4.2, -0.4], [-1.8, 1.1, 0.6], [0.5, 3.4, -1.3], [0.1, 2.5, 0.7], [-0.7, 1.6, -0.9], [1.7, -1.1, -0.6], [0.0, -1.1, 0.3], [0.6, -2.2, 1.6]]}